[1]
A 2-piece molecular cluster, H2IO2PS overall at a distorted geometry, computed with ωB97M-V/def2-TZVPD.

Last column: Mulliken charge in e.
Atoms and positions in Å:
O  -0.1053  -0.1736  0.2884  -0.37
P  -0.1587  1.2506  0.0149  0.51
O  0.9516  1.9514  1.0118  -0.49
H  1.6805  1.4574  1.4932  0.34
S  -3.1251  -1.9167  0.0952  -0.23
I  -3.5665  0.5428  0.1997  0.07
H  -2.2063  -1.8106  -0.8385  0.17

Computed properties:
- Calculated total energy: -1188.94481 hartree
- HOMO: -9.2 eV
- Orbital gap: 7.90 eV
- Molecular weight: 223.96 g/mol

[2]
A 2-piece molecular cluster, H2IO2PS overall at a distorted geometry, computed with ωB97M-V/def2-TZVPD.

Last column: Mulliken charge in e.
Atoms and positions in Å:
O  -3.3362  -0.2688  0.5003  -0.43
P  -3.1752  -0.1014  -0.9351  0.52
O  -1.8281  -0.9152  -1.3460  -0.43
H  -1.3415  -1.3492  -0.6396  0.34
S  1.4607  2.5063  0.1044  -0.26
I  1.6785  4.3443  1.5796  0.09
H  1.9579  1.6003  0.9481  0.17

Computed properties:
- Calculated total energy: -1188.95219 hartree
- HOMO: -9.1 eV
- Orbital gap: 8.33 eV
- Molecular weight: 223.96 g/mol

[3]
H2KO as an isolated structure at a distorted geometry, computed with ωB97M-V/def2-TZVPD.

Last column: Mulliken charge in e.
Atoms and positions in Å:
O  0.1776  -0.5139  0.2444  -0.62
H  0.6946  -1.3265  0.4457  0.31
H  0.1486  -0.4754  -0.7384  0.33
K  -1.0207  2.3158  0.0484  0.98

Computed properties:
- Calculated total energy: -676.17363 hartree
- HOMO: -16.1 eV
- Orbital gap: 11.64 eV
- Molecular weight: 57.11 g/mol
- Total charge: +1

[4]
H2KO as an isolated structure at a distorted geometry, computed with ωB97M-V/def2-TZVPD.

Last column: Mulliken charge in e.
Atoms and positions in Å:
O  -0.9627  -0.2951  0.5491  -0.67
H  -0.9425  -1.0107  1.2242  0.34
H  -1.8717  0.0768  0.6089  0.34
K  3.7769  1.2290  -2.3823  1.00

Computed properties:
- Calculated total energy: -676.16341 hartree
- HOMO: -14.0 eV
- Orbital gap: 9.38 eV
- Molecular weight: 57.11 g/mol
- Total charge: +1

[5]
H2MgO as an isolated structure, computed with ωB97M-V/def2-TZVPD.

Last column: Mulliken charge in e.
Atoms and positions in Å:
O  4.6793  -0.1513  -0.9703  -0.61
H  5.0327  -0.4719  -1.8309  0.38
H  5.3487  -0.4337  -0.3066  0.38
Mg  0.0000  0.0000  0.0000  1.86

Computed properties:
- Calculated total energy: -275.68055 hartree
- HOMO: -18.3 eV
- Orbital gap: 3.15 eV
- Molecular weight: 42.32 g/mol
- Total charge: +2

[6]
A 2-piece molecular cluster, H2N2O2 overall at a distorted geometry, computed with ωB97M-V/def2-TZVPD.

Last column: Mulliken charge in e.
Atoms and positions in Å:
N  0.1175  0.5565  -0.4460  -0.21
N  0.2023  -0.2381  0.5397  0.37
O  0.6653  0.0050  1.6011  -0.49
O  -1.0926  -2.0372  -0.0114  -0.21
H  0.4374  1.5329  -0.4085  0.24
H  -0.3299  0.1810  -1.2748  0.30

Computed properties:
- Calculated total energy: -260.92426 hartree
- HOMO (spin up / spin down): -9.6 / -9.7 eV
- Orbital gap (spin up / spin down): 8.16 / 8.30 eV
- Molecular weight: 62.03 g/mol

[7]
A 2-piece molecular cluster, H2N2O2S overall at a distorted geometry, computed with ωB97M-V/def2-TZVPD.

Last column: Mulliken charge in e.
Atoms and positions in Å:
N  2.3026  -0.7478  0.1411  -0.50
N  1.1912  -0.3508  0.0430  0.63
O  0.4597  0.5324  0.4667  -0.40
O  -3.1858  -0.5614  -0.5588  -0.40
S  -2.2767  0.4161  0.1292  0.22
H  3.0305  -0.2390  0.8072  0.28
H  -1.5214  0.9505  -1.0284  0.17

Computed properties:
- Calculated total energy: -659.18256 hartree
- HOMO (spin up / spin down): -10.2 / -8.9 eV
- Orbital gap (spin up / spin down): 9.35 / 7.13 eV
- Molecular weight: 94.09 g/mol

[8]
One molecule with the formula H2N2O3 at a distorted geometry, computed with ωB97M-V/def2-TZVPD.

Last column: Mulliken charge in e.
Atoms and positions in Å:
O  2.3734  -2.4395  1.1973  -0.33
N  1.6819  -1.4129  1.2512  0.25
O  0.9863  -1.3541  0.1555  0.01
N  -0.1560  -0.5759  0.0353  -0.17
O  0.1556  0.7351  -0.2827  -0.41
H  -0.5868  -0.8368  -0.7910  0.30
H  0.3787  1.2909  0.4760  0.36

Computed properties:
- Calculated total energy: -336.20782 hartree
- HOMO: -10.4 eV
- Orbital gap: 10.30 eV
- Molecular weight: 78.03 g/mol

[9]
One molecule with the formula H2N2O3S at a distorted geometry, computed with ωB97M-V/def2-TZVPD.

Last column: Mulliken charge in e.
Atoms and positions in Å:
H  -0.0367  2.2774  -0.5360  0.24
N  -0.2847  1.3828  -0.1601  -0.36
N  0.3326  0.4968  -0.8525  -0.02
S  0.2487  -0.9453  -0.0828  1.14
O  1.5514  -0.9717  0.5528  -0.53
O  -0.1631  -1.9559  -0.9587  -0.50
O  -0.8562  -0.6832  0.9756  -0.47
H  -0.7921  0.3991  1.0617  0.50

Computed properties:
- Calculated total energy: -734.53126 hartree
- HOMO: -11.6 eV
- Orbital gap: 9.90 eV
- Molecular weight: 110.09 g/mol

[10]
A 2-piece molecular cluster, H2N2O3S overall at a distorted geometry, computed with ωB97M-V/def2-TZVPD.

Last column: Mulliken charge in e.
Atoms and positions in Å:
N  -0.5564  -0.8661  0.6492  -0.30
N  -0.1020  1.3959  1.1174  0.86
O  -0.8588  1.9164  1.8186  -0.47
O  0.6888  1.5987  0.3154  -0.38
O  0.5853  -0.9420  -0.1385  -0.14
S  0.4658  -0.7386  -1.8454  -0.02
H  -1.2920  -0.4610  0.1157  0.28
H  1.0693  -1.9033  -2.0325  0.16

Computed properties:
- Calculated total energy: -734.34361 hartree
- HOMO (spin up / spin down): -9.4 / -9.3 eV
- Orbital gap (spin up / spin down): 8.95 / 9.02 eV
- Molecular weight: 110.09 g/mol

[11]
One molecule with the formula H2N2O3S at a distorted geometry, computed with ωB97M-V/def2-TZVPD.

Last column: Mulliken charge in e.
Atoms and positions in Å:
N  1.4587  -0.0426  -0.0823  -0.55
N  -1.2357  -0.2979  -0.2066  0.82
O  -1.0586  -1.2590  0.5060  -0.50
O  0.0256  1.7081  0.9447  -0.45
O  -2.2428  0.1619  -0.6278  -0.54
S  0.1483  1.0469  -0.3252  0.63
H  1.6260  -0.6901  0.6839  0.30
H  1.2786  -0.6272  -0.8926  0.29

Computed properties:
- Calculated total energy: -734.47267 hartree
- HOMO: -10.3 eV
- Orbital gap: 10.00 eV
- Molecular weight: 110.09 g/mol

[12]
One molecule with the formula H2N2O3Si at a distorted geometry, computed with ωB97M-V/def2-TZVPD.

Last column: Mulliken charge in e.
Atoms and positions in Å:
O  0.1898  0.9536  -2.6571  -0.35
N  0.3559  0.4695  -1.5828  0.22
Si  -0.1631  0.6297  0.1543  0.49
N  -0.0233  -1.1256  0.7989  0.87
O  0.9393  -1.4477  1.4201  -0.56
O  -0.9561  -1.7991  0.5141  -0.54
H  -1.3826  0.8460  0.7750  -0.09
H  1.0401  1.4736  0.5776  -0.04

Computed properties:
- Calculated total energy: -625.71665 hartree
- HOMO (spin up / spin down): -9.4 / -9.4 eV
- Orbital gap (spin up / spin down): 8.33 / 8.29 eV
- Molecular weight: 106.11 g/mol

[13]
H2N2O4P as an isolated structure at a distorted geometry, computed with ωB97M-V/def2-TZVPD.

Last column: Mulliken charge in e.
Atoms and positions in Å:
N  2.5923  1.1514  -0.0635  0.24
N  0.0430  -0.1449  0.3592  -0.63
O  1.8185  2.0159  0.1141  -0.39
O  1.5990  -2.3033  0.2189  -0.78
O  2.0154  -0.3204  -1.3592  -0.62
O  2.5030  0.0358  0.9572  -0.34
P  1.5745  -0.8784  -0.0281  1.02
H  0.2320  0.8454  0.0768  0.27
H  -0.6662  -0.4526  -0.2030  0.23

Computed properties:
- Calculated total energy: -753.09006 hartree
- HOMO: -5.2 eV
- Orbital gap: 9.52 eV
- Molecular weight: 125.00 g/mol
- Total charge: -1

[14]
One molecule with the formula H2N2O4S at a distorted geometry, computed with ωB97M-V/def2-TZVPD.

Last column: Mulliken charge in e.
Atoms and positions in Å:
N  -0.0444  -0.2285  1.4389  -0.52
N  2.9253  2.3901  0.7648  1.08
O  3.2028  2.8139  1.8178  -0.52
O  3.5049  2.2157  -0.2298  -0.47
O  1.5079  1.8869  0.7121  -0.57
O  -1.2311  1.6688  0.3113  -0.38
S  -0.3141  1.4460  1.3553  0.76
H  -0.0509  -0.7356  0.5578  0.30
H  0.8209  -0.6087  1.9657  0.32

Computed properties:
- Calculated total energy: -809.64739 hartree
- HOMO: -10.3 eV
- Orbital gap: 9.35 eV
- Molecular weight: 126.09 g/mol

[15]
One molecule with the formula H2N2O4S at a distorted geometry, computed with ωB97M-V/def2-TZVPD.

Last column: Mulliken charge in e.
Atoms and positions in Å:
N  1.7954  3.0148  1.3731  0.16
N  1.6540  1.7818  0.2638  -0.30
O  1.4206  2.7541  2.4634  -0.28
O  -1.4055  -0.4557  0.8044  -0.37
O  1.6989  -0.6255  -0.1881  -0.45
O  -0.5135  0.5480  0.3941  -0.11
S  1.1006  0.4272  0.8481  0.65
H  -2.3495  -0.2031  0.9523  0.33
H  2.0404  -0.4763  -1.1270  0.37

Computed properties:
- Calculated total energy: -809.50801 hartree
- HOMO (spin up / spin down): -7.9 / -10.1 eV
- Orbital gap (spin up / spin down): 8.18 / 8.01 eV
- 2S+1: 3
- Molecular weight: 126.09 g/mol
- Expectation value of S²: 2.013

[16]
H2N2O4S2 as an isolated structure at a distorted geometry, computed with ωB97M-V/def2-TZVPD.

Last column: Mulliken charge in e.
Atoms and positions in Å:
N  -0.6069  -1.1485  -0.0096  -0.46
N  1.1216  0.7499  -1.2135  -0.63
O  -2.8839  -0.3967  -0.5300  -0.64
O  -1.5863  0.8833  1.3145  -0.56
O  2.2203  -1.2868  -0.2265  -0.66
O  1.1128  0.3176  1.3393  -0.68
S  -1.4817  0.1244  -0.2952  0.28
S  1.1775  -0.2568  0.0019  0.78
H  1.6402  0.4159  -1.9954  0.15
H  -0.7137  0.5975  1.6145  0.42

Computed properties:
- Calculated total energy: -1207.96049 hartree
- HOMO: 0.3 eV
- Orbital gap: 6.25 eV
- Molecular weight: 158.16 g/mol
- Total charge: -2

[17]
H2N2O5S as an isolated structure at a distorted geometry, computed with ωB97M-V/def2-TZVPD.

Last column: Mulliken charge in e.
Atoms and positions in Å:
N  1.5678  0.3770  0.0812  -0.31
N  -1.8933  0.8736  -0.1718  0.80
O  -1.7696  1.0625  -1.3081  -0.43
O  -2.4523  1.4409  0.7588  -0.45
O  -0.3625  -1.4662  -0.5556  -0.48
O  -0.4285  -0.8944  1.8845  -0.48
O  2.0822  -0.6558  -0.6465  -0.30
S  -0.4388  -0.5252  0.4959  0.98
H  2.1485  0.3408  0.9533  0.28
H  1.5465  -0.5532  -1.4916  0.40

Computed properties:
- Calculated total energy: -884.83512 hartree
- HOMO (spin up / spin down): -9.3 / -10.0 eV
- Orbital gap (spin up / spin down): 7.44 / 8.02 eV
- Molecular weight: 142.09 g/mol

[18]
A 2-piece molecular cluster, H2N2P overall at a distorted geometry, computed with ωB97M-V/def2-TZVPD.

Last column: Mulliken charge in e.
Atoms and positions in Å:
N  -0.3079  0.1696  1.9353  0.14
N  -0.2061  -0.0437  0.8496  0.26
P  0.0317  -0.6540  -0.6589  0.14
H  1.5757  0.5440  -0.9177  0.24
H  -1.0934  -0.0159  -1.2082  0.22

Computed properties:
- Calculated total energy: -451.65956 hartree
- HOMO: -16.7 eV
- Orbital gap: 9.46 eV
- Molecular weight: 61.00 g/mol
- Total charge: +1

[19]
A 2-piece molecular cluster, H2N2P2 overall at a distorted geometry, computed with ωB97M-V/def2-TZVPD.

Last column: Mulliken charge in e.
Atoms and positions in Å:
N  0.2420  -0.4601  -3.0274  -0.35
N  -0.4795  -0.0442  2.2199  -0.35
P  -1.4696  -0.0681  1.0424  0.20
P  0.0842  -0.2304  -1.5601  0.14
H  0.5138  0.1911  2.3748  0.27
H  1.1091  0.6118  -1.0496  0.09

Computed properties:
- Calculated total energy: -793.25057 hartree
- HOMO (spin up / spin down): -7.6 / -9.1 eV
- Orbital gap (spin up / spin down): 5.91 / 7.94 eV
- Molecular weight: 91.98 g/mol

[20]
One molecule with the formula H2N2P2 at a distorted geometry, computed with ωB97M-V/def2-TZVPD.

Last column: Mulliken charge in e.
Atoms and positions in Å:
N  -1.0896  2.0334  1.6778  -0.43
P  0.2650  1.2514  2.0842  0.34
N  0.1591  0.0882  0.6573  -0.47
P  -0.9766  1.0097  0.3291  0.40
H  -0.4013  2.2486  -0.5728  0.11
H  -1.8071  0.0522  0.0397  0.04

Computed properties:
- Calculated total energy: -793.28960 hartree
- HOMO: -9.9 eV
- Orbital gap: 9.23 eV
- Molecular weight: 91.98 g/mol